12
Properties=species:S:1:pos:R:3:forces:R:3:nbo_charge:R:1 method="wB97M-V/def2-TZVPD" spin_multiplicity=1 e_tot_ev=-10271.799 homo_ev=-10.1 orbital_gap_ev=8.92 charge=0 lumo_ev=-1.158
C 0.454052 -0.127753 -0.309995 -2.08 1.61 3.54 -0.164
C 1.978494 0.481083 0.066441 -1.68 -1.96 1.78 0.436
C -0.147438 -1.345746 -0.121723 2.74 0.00 -0.53 -0.241
H 0.210433 2.267114 -0.273543 -4.59 -0.14 -0.43 0.315
C -0.888808 0.788909 0.017421 3.25 0.16 -2.62 0.323
H 1.945813 1.591062 1.064156 0.22 -2.92 -3.15 0.130
N -0.995803 2.002580 -0.258523 5.33 2.64 0.80 -0.469
H -2.267035 -2.000947 -0.067634 -1.13 -0.65 -0.03 0.194
C -1.662578 -1.138367 -0.047177 2.98 -2.73 0.20 0.131
O 2.903363 -0.262784 -0.146394 -1.14 2.46 0.42 -0.489
N -2.011328 0.041274 0.075840 -2.40 0.33 0.48 -0.406
H 0.480839 -2.296429 0.001131 -1.50 1.20 -0.46 0.240

=====

48
Properties=species:S:1:pos:R:3:forces:R:3:nbo_charge:R:1 method="wB97M-V/def2-TZVPD" spin_multiplicity=1 e_tot_ev=-192305.332 homo_ev="-10.9 / -10.7" orbital_gap_ev="6.69 / 6.56" charge=+1 lumo_ev="-4.193 / -4.158"
H 1.037121 3.528978 -3.369407 -0.04 0.00 0.01 0.264
C -1.085722 3.636126 -2.913146 0.18 0.08 -0.09 -0.105
Br -0.982886 -3.621428 3.235554 0.04 0.00 0.11 0.157
W 0.045843 -0.099952 -0.165583 -0.02 -1.05 1.43 1.777
C -2.074278 -2.648716 -3.356068 0.23 0.29 0.03 -0.262
H -2.639829 1.269370 -1.068047 -0.03 0.00 0.05 0.233
C 3.759407 0.824781 -2.876719 0.06 0.17 -0.12 0.613
O 1.235941 0.166581 1.615314 -0.17 0.09 0.15 -0.912
C -0.591170 -0.723423 -3.770580 0.07 0.00 0.10 -0.650
C -2.435629 -4.626394 0.994989 0.19 0.17 0.22 -0.224
H -1.136195 0.219446 -3.822201 0.00 -0.05 -0.02 0.240
C 1.653187 1.152119 -2.227085 -0.71 0.43 -0.68 0.477
C -1.533290 -2.662432 -0.733994 0.01 -0.09 0.15 0.128
N 2.626237 1.575587 -2.972475 0.29 0.05 0.12 -0.524
C -1.878668 1.788809 -1.631986 -0.08 -0.01 -0.07 0.099
H -3.320981 -4.345332 -3.042936 0.03 0.01 0.03 0.251
C -1.214736 -1.672690 -2.790565 -0.44 -0.24 -0.69 0.322
O 0.768552 2.031968 0.374130 -0.07 -0.29 -0.02 -0.945
H 2.341078 -1.647117 0.295747 -0.05 -0.03 0.00 0.427
N -0.665251 1.229999 -1.636329 -0.17 0.55 0.01 -0.493
C -1.122579 -2.652096 0.603287 0.11 0.20 -0.24 0.307
H 4.692280 1.993366 -4.241061 0.00 0.02 -0.01 0.422
H -2.783382 -5.379392 1.687917 0.02 0.02 0.01 0.258
H -3.126095 3.398468 -2.260699 0.01 -0.01 -0.02 0.252
C 0.337495 1.860768 -2.266647 0.70 -0.21 -0.24 0.187
C -2.372516 -3.665089 -1.222605 -0.09 -0.12 -0.10 -0.121
O 0.530155 2.243700 2.875245 0.00 -0.14 -0.17 -0.854
Br -4.003789 -6.005714 -0.891591 0.00 0.00 -0.02 0.116
H 3.920116 -1.935302 -0.330425 -0.01 -0.03 -0.02 0.429
C -2.660058 -3.612957 -2.596548 -0.19 -0.19 0.02 -0.066
O -0.982130 0.904515 1.353629 -0.01 0.27 0.31 -0.912
H 5.642365 0.676345 -3.601646 0.01 0.00 0.00 0.425
C -1.551862 -3.617159 1.460578 -0.32 -0.46 0.08 -0.125
N -0.994904 -1.640613 -1.481132 0.11 0.22 -0.03 -0.504
C -2.130344 2.979496 -2.287931 -0.16 -0.10 0.10 -0.226
H 0.447106 -0.520873 -3.527120 -0.02 -0.01 -0.01 0.225
C -2.834703 -4.650812 -0.304950 0.02 0.10 -0.18 -0.057
C 2.880297 -0.565968 -1.332826 0.09 0.23 -0.15 0.641
N 3.927083 -0.217977 -2.062867 -0.15 -0.12 0.08 -0.549
S 0.413117 1.439267 1.723758 0.07 0.40 0.03 2.516
H -2.247257 -2.609658 -4.422158 0.01 -0.02 0.02 0.237
N 1.662438 0.061142 -1.450737 0.57 -0.24 0.06 -0.646
C 0.180438 3.064531 -2.902198 -0.15 0.24 -0.21 -0.191
H -0.622945 -1.169844 -4.760405 0.01 -0.03 -0.02 0.244
O -0.289015 -1.662759 0.913535 0.00 -0.05 -0.17 -0.662
N 4.776199 1.184172 -3.651975 -0.03 -0.06 0.04 -0.726
H -1.248180 4.590602 -3.396628 0.00 -0.02 0.01 0.245
N 2.987739 -1.581742 -0.478711 0.07 0.00 0.10 -0.741

=====

9
Properties=species:S:1:pos:R:3:forces:R:3:nbo_charge:R:1 method="wB97M-V/def2-TZVPD" spin_multiplicity=1 e_tot_ev=-16055.793 homo_ev=-9.2 orbital_gap_ev=9.74 charge=0 lumo_ev=0.544
C -1.251262 0.094745 -0.384994 8.41 2.43 -2.05 -0.535
H 0.178343 0.450312 1.744861 -0.11 -0.95 -0.69 0.253
S 1.508559 1.241540 -0.119125 0.94 -0.14 -0.75 0.022
H -1.944961 -0.360296 0.120079 -4.36 -1.66 2.97 0.189
O 1.947929 -1.571902 -0.207249 -0.31 -0.07 0.06 -0.467
H -0.907902 -0.624758 -1.191426 -0.39 1.18 0.68 0.210
C 0.300955 0.178000 0.677397 -3.43 -0.32 -1.27 -0.430
H -1.203945 1.181339 -0.724494 -0.96 -1.73 0.48 0.233
C 1.372286 -0.588982 0.084948 0.22 1.27 0.56 0.525

=====

39
Properties=species:S:1:pos:R:3:forces:R:3:nbo_charge:R:1 method="wB97M-V/def2-TZVPD" spin_multiplicity=1 e_tot_ev=-25437.052 homo_ev=-7.6 orbital_gap_ev=7.58 charge=0 lumo_ev=-0.071
H 2.017383 2.387209 0.839972 0.02 0.12 0.02 0.208
H -2.761625 -2.061275 0.371475 0.05 -0.02 -0.06 0.206
C -3.428138 1.223090 0.674443 -0.05 -0.21 0.14 -0.411
H -4.125924 1.741703 1.333548 0.00 0.07 0.01 0.212
H 6.171843 1.451334 -1.037921 0.02 0.09 -0.04 0.226
C 4.948523 -0.092777 -0.174760 0.28 0.53 0.04 0.683
O -0.555460 -2.889211 1.192274 0.08 -0.11 0.05 -0.391
C 0.714070 -1.188186 0.380582 0.24 1.51 0.08 0.027
H -4.821432 -0.365608 0.307657 -0.08 -0.01 0.03 0.202
N -1.565435 -0.378193 0.671518 -0.25 0.03 0.04 -0.427
C -2.457876 0.308529 -2.136153 -0.16 -0.17 0.11 -0.615
H -3.808252 -1.284188 -1.667859 0.02 -0.01 0.05 0.208
H 6.477691 1.153100 0.680649 0.03 0.07 0.06 0.226
H 7.049041 -0.003191 -0.533561 -0.02 -0.01 0.00 0.245
H -1.890418 -0.332592 -2.807144 0.09 -0.03 -0.09 0.213
C -4.187075 0.304105 -0.277950 0.13 0.05 -0.10 -0.397
H 4.092894 1.696895 0.280806 0.07 -0.22 -0.06 0.394
C -2.237863 -1.295978 -0.213841 -0.30 -0.10 -0.33 -0.198
C 6.247784 0.681507 -0.272677 0.06 -0.25 -0.05 -0.713
H -3.047434 -0.340779 2.097739 0.00 0.06 0.09 0.192
C 2.549711 0.370971 0.320017 -0.53 -0.23 0.07 0.108
C 1.652162 1.380041 0.692898 0.16 -0.25 -0.05 -0.193
C 0.313526 1.123496 0.845830 -0.01 -0.14 -0.01 -0.246
H -1.758635 0.978597 -1.642266 0.10 0.11 0.01 0.205
C 2.065811 -0.916089 0.174089 0.06 -0.11 -0.04 -0.212
N 3.891577 0.716363 0.142836 0.10 0.38 0.06 -0.603
H -1.514187 -1.795679 -0.857515 -0.04 -0.02 0.08 0.208
H -0.347758 1.940922 1.085924 -0.10 0.06 -0.03 0.218
C -3.224402 -0.536970 -1.120137 0.07 -0.03 0.00 -0.224
H -3.145279 0.903047 -2.733517 -0.03 0.10 -0.09 0.210
C -2.464924 0.379518 1.507431 -0.11 0.34 0.05 -0.206
H -2.873963 1.974731 0.110810 0.04 0.08 0.02 0.199
N 0.359119 -2.571389 0.449144 -0.28 -0.85 0.20 0.511
O 1.019772 -3.366846 -0.189784 0.05 -0.12 -0.15 -0.378
H -4.835237 0.889914 -0.932332 -0.08 -0.04 0.00 0.210
H 2.731162 -1.732259 -0.060001 -0.03 0.05 0.02 0.285
C -0.222629 -0.164923 0.651480 0.49 -0.30 -0.09 0.203
H -1.893849 0.993954 2.203148 -0.03 -0.09 0.01 0.210
O 4.865718 -1.282887 -0.356869 -0.06 -0.36 -0.05 -0.593

=====

82
Properties=species:S:1:pos:R:3:forces:R:3:lowdin_charge:R:1 method="wB97M-V/def2-TZVPD" spin_multiplicity=1 e_tot_ev=-115059.213 homo_ev=-11.8 orbital_gap_ev=6.32 charge=+1 lumo_ev=-5.437
H -1.998753 5.331874 9.168521 0.28 0.05 -0.05 0.145
O 0.044530 3.188429 9.911215 0.00 0.14 -0.22 0.165
F -0.262907 6.215373 2.324567 -0.11 -0.05 -0.13 0.090
H -0.133345 -1.623164 -1.842067 -0.31 -0.30 0.19 0.124
C 1.088814 2.738718 -8.358869 -0.21 0.58 -0.18 -0.539
H -0.411276 -8.984277 -6.553482 0.12 -0.08 0.08 0.173
O -1.360037 4.452668 6.139962 0.43 0.17 0.33 0.129
O -3.197081 -9.262527 -6.764044 0.41 -0.20 -0.06 0.072
H 1.162275 1.173759 -6.042130 -0.08 -0.17 -0.17 0.120
H 0.355809 -7.139864 -0.670028 0.52 0.89 -0.40 0.008
H -1.521361 3.333813 7.863645 -0.11 -0.04 -0.03 0.163
H 2.324243 -3.918452 -0.944179 0.03 -0.64 0.16 0.132
P -0.411647 -6.695057 -1.773332 -2.65 -1.99 -0.06 0.431
O 1.878031 2.685309 -7.249196 -0.20 -0.28 -0.28 0.075
H 0.447382 4.304146 4.407981 0.15 -0.42 -0.12 0.101
O -3.152797 -10.518046 -8.633617 0.03 -0.01 0.12 0.194
C 1.469636 3.455894 1.591711 0.42 -0.18 0.16 -0.541
H 2.886888 1.058484 -6.428908 0.02 0.22 -0.03 0.146
O 1.994930 2.704296 0.826230 -0.04 0.10 0.07 0.147
C -1.999309 5.458880 8.088153 -0.12 0.28 0.63 -0.042
C -2.035369 4.150388 7.353382 -0.56 -0.26 -0.06 -0.307
O 1.360641 -4.094268 -3.916733 -0.16 0.56 1.28 0.174
C 1.115664 3.703992 9.880499 -0.32 -0.18 -0.08 -0.543
F -0.385019 -10.441259 -5.174892 0.14 0.06 -0.03 0.071
O 2.238484 3.106228 9.409854 -0.24 0.32 0.21 0.079
C 1.172605 1.016343 -3.050507 0.20 -0.23 -0.27 -0.550
H -4.109526 -0.962456 -0.458037 0.41 -0.57 -0.67 0.022
H 4.234005 3.652288 9.678399 -0.15 -0.20 0.02 0.143
C -0.036740 4.883973 2.388107 0.09 0.65 0.01 -0.299
O 0.657272 4.480409 1.214524 -0.02 -0.56 0.20 0.125
O 1.613976 -0.048420 -3.362252 -0.31 -0.12 0.00 0.150
H 3.065949 4.815323 11.477298 0.00 0.14 0.00 0.177
C 1.572865 0.584734 -8.087231 -0.44 -0.19 -0.01 -0.314
C -2.657056 -10.179071 -7.615629 -0.42 -0.24 -0.46 -0.539
H 1.361374 3.000213 -1.153257 -0.14 -0.08 0.14 0.147
O -0.764454 6.021971 7.631390 0.00 -0.39 -0.42 0.090
O 2.289987 -4.484068 -1.732356 -0.77 0.73 -0.45 0.195
O 1.369944 4.966847 10.319670 0.20 -0.59 0.13 0.137
O 0.773377 3.737904 -8.906245 -0.04 -0.09 0.10 0.194
H 0.277862 -6.759494 -3.011966 0.55 0.85 0.64 0.013
H -2.800350 -9.884470 -4.834837 0.21 -0.11 -0.02 0.143
P -2.685384 -0.886935 -0.474925 0.83 1.17 2.30 0.768
H 1.230980 -3.156499 -4.153104 -0.09 -0.43 -0.60 0.128
H -2.252921 0.068304 -1.427151 -0.43 -0.73 -0.55 0.026
F 3.160842 6.327153 10.167600 -0.04 0.01 0.11 0.085
S -1.945056 -7.904145 -1.919282 0.39 0.37 -0.02 0.147
F -3.305995 3.780646 7.064908 0.05 -0.08 -0.09 0.082
C -0.479628 5.448477 6.441179 0.23 0.53 0.07 -0.525
H -0.524820 3.175535 -3.577276 -0.02 -0.08 0.14 0.150
C -1.059878 -4.938948 -1.467769 2.13 -1.19 -0.65 -0.349
H -2.824340 6.117510 7.810157 -0.02 -0.15 -0.16 0.149
F -0.641762 3.012093 -1.085104 -0.03 -0.22 0.06 0.077
N -2.116809 -0.537828 0.953021 -0.22 -0.06 -0.98 -0.278
C -1.061843 -9.751792 -6.126989 0.08 -0.56 0.23 -0.325
O 0.431406 5.764626 5.741597 -0.33 0.37 0.66 0.147
O 1.601553 3.391668 2.931586 -0.21 0.13 -0.73 0.097
H 0.941605 4.123342 -3.277907 0.18 -0.16 -0.12 0.152
H -3.532922 -3.564119 -0.265345 0.20 -0.25 -0.11 0.185
C 1.907611 1.324835 -6.822438 0.47 -0.01 0.42 -0.072
C -2.372398 -9.234375 -5.600358 -0.30 0.47 0.31 -0.082
O 1.245030 2.125993 -3.817565 -0.09 -0.37 0.53 0.070
C 2.778360 5.061841 10.453104 0.04 0.59 -0.20 -0.313
H 3.351538 4.545089 8.426103 -0.09 0.18 0.11 0.147
O -1.462800 -10.649236 -7.141695 -0.15 0.64 0.00 0.138
B 1.229057 -4.143639 -2.539938 0.84 -0.21 -0.41 -0.642
H 2.433342 0.357346 -8.719892 -0.09 -0.16 -0.01 0.177
F 0.888348 -0.558670 -7.822743 0.02 -0.08 -0.07 0.068
H -1.570157 0.321527 0.880841 0.05 -0.24 0.37 -0.028
H 1.662268 5.333417 3.656648 -0.11 0.06 -0.12 0.150
C -1.951546 -2.542600 -0.956145 0.15 1.63 -1.22 -0.269
C 0.934959 4.542137 3.480265 0.16 -0.41 0.12 -0.052
C 0.500770 2.670152 -1.730718 -0.36 0.49 0.15 -0.314
O 0.713990 1.485271 -8.758655 0.58 0.14 0.18 0.138
C -0.206652 -3.852792 -1.863152 -0.90 1.69 0.69 0.001
N -2.610443 -3.660856 -0.698915 -1.22 0.65 0.54 0.048
H -2.293948 -8.225245 -5.199798 -0.14 0.02 -0.14 0.114
H -0.990629 4.354928 2.448522 -0.04 0.12 -0.07 0.179
O 0.538287 1.254516 -1.873621 0.31 0.00 -0.33 0.114
C 0.482333 3.145252 -3.156040 -0.06 0.55 -0.36 -0.024
C -0.685291 -2.537577 -1.590438 -0.39 -2.45 0.17 0.062
C 3.274058 4.092363 9.416485 0.54 -0.33 -0.20 -0.051
N -2.250627 -4.906126 -0.916370 1.23 0.80 -0.31 0.128